Record 1
The following is a quantum chemistry calculation of a 2-piece molecular cluster, C19H44N5O6PS overall in a non-equilibrium geometry, from OMol25.

Output
E_tot: -2214.57029 Ha
Kohn-Sham gap: 0.211 Ha
LUMO: -1.62 eV
spin multiplicity: 1

Last column: Mulliken charge in e.
Positions of all 76 atoms, in Å:
H -0.0781 1.7782 1.5617  0.416
H 0.0902 -3.8093 -0.5250  0.510
H 4.9724 1.8120 1.0273  0.285
O -3.4356 0.1590 1.1357  -0.379
H 0.8372 -2.3443 1.7832  0.307
H 3.8026 6.5899 2.2726  0.362
S -4.4550 0.4832 -0.2353  0.573
H -1.8820 -0.4137 -0.3111  -0.092
C -3.3250 -2.2768 -4.7471  -0.858
H 1.8525 -2.3521 0.1699  0.335
O 2.4243 1.8427 1.1140  -0.701
H -0.8165 -2.2368 -1.0425  -0.432
H -2.2480 -0.9693 -6.2697  0.223
H 5.8097 3.0013 2.0351  0.265
C 3.9547 5.5384 2.0054  -1.133
C 4.0734 2.0890 4.1772  -1.128
H -4.8169 -2.7637 -3.0920  0.385
C 0.0688 2.8687 1.6089  -1.243
C -3.8716 -0.7811 -2.4828  -0.093
H -3.6429 -5.7933 0.4206  0.300
H -2.7556 -0.3911 -2.3156  0.247
C -0.6270 -3.1740 -4.2015  -0.585
C 0.4582 -0.2310 -3.2732  -0.397
H -3.1287 -4.6284 -0.9706  -0.022
C -3.7312 -2.2720 -3.1558  0.265
H 3.7581 5.4537 0.9299  0.355
H 2.8283 5.9569 4.3871  0.272
H -2.0335 -0.2992 -4.5230  0.214
O -3.6941 1.6395 -0.9712  -0.516
C -1.7142 -4.6674 0.8835  0.195
H 0.5124 -3.5287 -4.1703  0.342
H 4.3580 1.0383 4.3189  0.307
H 5.7367 1.2958 2.5171  0.360
H -2.2048 -6.2812 -0.8039  0.295
H 2.6446 4.2897 4.8385  0.327
C 5.1691 2.1157 2.0617  -1.083
H -4.3519 -0.0567 -3.2683  0.307
C -2.3060 -0.6992 0.7463  0.121
N 3.0593 4.6620 2.7650  -0.004
H 0.2133 0.9004 -3.5652  0.300
N -1.3893 -3.1907 0.9372  0.151
H 0.7301 -0.8311 0.5710  0.149
O -4.6237 -0.8965 -1.2220  -0.333
C -2.0568 -1.3186 -5.1438  -0.247
H 1.2907 1.9661 4.2612  0.328
C 3.2002 4.9438 4.1789  -1.015
H -0.8805 3.3260 1.9039  0.495
H 0.7811 3.6608 4.5668  0.253
H 0.2874 3.2245 0.5968  0.309
H -3.4103 -2.7366 0.1751  0.322
C 0.4144 -1.0653 -4.7017  0.208
P 2.7197 3.1542 1.8820  0.772
H 4.9970 5.2787 2.1762  0.328
C -2.6218 -2.3137 0.9297  -0.415
O 1.4994 -0.9198 -5.4957  -0.567
C 0.7304 2.8150 3.8736  -1.093
H -3.2354 -3.3947 -5.1568  0.302
N 3.9251 2.4037 2.7767  0.301
H 4.8607 2.7023 4.6299  0.372
H 3.1782 2.2332 4.7704  0.324
H -1.4276 -0.4585 1.5174  0.146
H 4.2518 4.9109 4.4978  0.356
N -0.7056 -1.9932 -5.1406  0.064
O -1.0939 -5.4782 1.7841  -0.576
H 1.5046 -0.2298 -2.7497  0.329
H -1.2267 -4.1147 -4.6071  0.242
H -0.9423 -2.9575 -3.0958  0.015
C -0.3753 -2.7943 -0.1131  0.331
H -3.0407 -2.9953 -2.5036  -0.614
H -0.3228 2.5086 3.9180  0.436
H -0.4313 -0.5475 -2.5445  -0.139
N 1.1484 3.2160 2.5453  0.212
C -2.7055 -5.4129 -0.1921  -0.495
H -3.1076 -2.4149 2.0153  0.252
C 0.8421 -1.9953 0.6484  -1.072
H -4.2694 -1.8297 -5.3249  0.367

Atoms 1-3, force components in eV/Å:
H -0.0659 0.0968 -0.1488
H -0.9343 2.1697 0.7586
H -0.0574 0.0589 0.1431

=====

Record 2
The following is a quantum chemistry calculation of C19H44NO2P2STm as an isolated structure in a non-equilibrium geometry, from OMol25.

Output
E_tot: -3121.12547 Ha
Kohn-Sham gap (spin up / spin down): 0.270 / 0.271 Ha
<S²>: 2.003
ΔE to the lowest compared entry with this formula, charge and spin: 0.415 eV
LUMO (spin up / spin down): -6.62 / -6.60 eV
spin multiplicity: 3
net charge: +2

Last column: natural (NBO) charge in e.
Positions of all 70 atoms, in Å:
H 0.6348 5.4199 1.9988  0.235
H 3.0206 1.3225 -0.3521  0.167
S 1.8988 0.5030 2.3420  1.239
H 1.4007 -2.6366 -2.6504  0.258
C -1.3151 -3.4266 -1.9492  -0.492
C -1.3263 3.5511 -1.5500  -0.495
H 0.7256 -5.6602 1.3613  0.236
H -0.7199 -5.5421 -1.9152  0.222
C 1.6207 1.1048 4.0098  -0.786
H -1.2875 2.1565 2.2602  0.195
H 1.0734 5.2833 0.2929  0.224
C -1.0936 3.2305 2.1233  -0.613
H 2.4191 1.8065 4.2666  0.265
H -0.3945 0.0589 -1.9022  0.113
H 3.0389 -1.3387 -0.4809  0.165
H -3.4336 3.9879 -1.7094  0.248
H 1.6205 0.2376 4.6780  0.260
C 2.8906 -0.9637 2.5741  -0.809
H -0.5061 -5.7138 0.0948  0.220
H 1.3758 2.8790 -2.3182  0.259
H -1.5265 5.2738 -2.8186  0.242
H 1.0055 -3.2730 1.1973  0.213
C -2.7179 -3.5959 -1.3435  -0.607
C 2.3204 -1.1740 -1.3106  -0.212
H 0.9724 3.0783 1.5602  0.213
C 1.5051 2.5850 -1.2632  -0.716
H 2.1444 -3.3400 -1.2083  0.254
H 0.1813 -4.5481 -3.0889  0.219
P -0.1698 2.6268 -0.4618  0.806
O -3.8801 -0.0307 0.4114  -0.342
C -2.7520 -0.0086 0.1567  0.537
Tm -0.2724 -0.0546 0.1270  1.472
C 0.1069 -3.7131 0.7300  -0.480
H -2.7626 -4.4085 -0.6067  0.220
H 2.9300 1.1810 -2.0934  0.209
C 2.2967 1.2494 -1.1876  -0.203
H -1.5029 -4.9903 -3.4051  0.241
H 2.9630 -0.9992 -2.1961  0.211
H 3.1110 -1.0693 3.6461  0.270
P -0.1461 -2.6347 -0.7722  0.795
C -1.0452 -3.5793 1.7395  -0.609
C -0.8174 4.8977 -2.0677  -0.619
C -0.7945 -4.7023 -2.6144  -0.618
H -1.1845 0.0594 -1.6832  -0.070
H 1.1914 -5.3138 -0.3120  0.222
H -1.9828 -3.9936 1.3493  0.225
H -2.0319 3.7030 1.8067  0.231
H -2.7802 4.3698 -0.1097  0.219
C -2.7302 3.6493 -0.9356  -0.607
H -3.0857 -2.6736 -0.8734  0.196
C 1.5364 -2.4939 -1.5640  -0.706
H -0.7435 5.6560 -1.2822  0.222
H -3.4190 -3.8447 -2.1537  0.247
H 2.3484 -1.8492 2.2011  0.271
H -1.4017 2.8809 -2.4251  0.237
H -1.3942 -2.6558 -2.7382  0.235
H -0.6216 5.5832 0.7730  0.222
H -0.7820 -4.1530 2.6414  0.241
H 3.8196 -0.8109 2.0021  0.269
H 0.1567 4.8091 -2.5590  0.219
N 1.5313 0.0186 -1.0076  -0.883
C 0.0552 3.5365 1.1488  -0.488
H 0.6449 1.6029 4.0389  0.274
H 2.1082 3.3704 -0.7854  0.254
H -1.2335 -2.5448 2.0613  0.197
H -0.8411 3.6351 3.1142  0.235
H -3.0962 2.6805 -0.5742  0.195
C 0.2960 5.0366 1.0242  -0.621
C 0.3943 -5.1806 0.4270  -0.620
O 0.4539 -0.1079 2.1107  -1.022

Atoms 1-3, force components in eV/Å:
H -0.0881 -0.0520 -0.2650
H -0.0804 0.1469 -0.2136
S -1.6705 -0.4498 0.4098